{"formula": "C2H5NO2", "method": "wB97M-V/def2-TZVPD", "homo_ev": -8.823, "multiplicity": 1, "de_lowest_ev": 3.198, "e_tot_ha": -284.34983, "symbols": ["C", "N", "C", "O", "O", "H", "H", "H", "H", "H"], "positions_angstrom": [[-0.6080, -0.6539, 0.0001], [1.0765, -1.6787, -0.2153], [0.6149, -0.1810, -0.1242], [-1.7437, -0.6915, 0.3284], [-0.7581, 2.1808, 0.3014], [-1.6098, 2.0200, -0.1188], [-0.9102, 2.2044, 1.2496], [1.3641, -1.9589, -1.1466], [1.7401, -1.8795, 0.5240], [0.8342, 0.6383, -0.7986]], "forces_ev_per_a": [[-2.804, 2.920, 1.648], [0.401, 1.544, 0.152], [0.258, -3.177, -1.197], [1.507, -1.323, -0.816], [-0.005, 0.361, -0.284], [-0.033, 0.045, 0.267], [-0.155, -0.082, -0.014], [0.116, -0.050, 0.337], [0.103, -0.089, -0.453], [0.612, -0.149, 0.360]]}

---

{"formula": "C7H13NO", "method": "wB97M-V/def2-TZVPD", "homo_ev": -9.749, "multiplicity": 1, "smiles": "[H]/N=C(/C)[C@H](C)[C@H](C)C=O", "de_lowest_ev": 0.963, "e_tot_ha": -404.49207, "symbols": ["H", "N", "C", "C", "C", "C", "C", "C", "C", "O", "H", "H", "H", "H", "H", "H", "H", "H", "H", "H", "H", "H"], "positions_angstrom": [[-2.0725, -1.4455, -1.5243], [-2.2904, -1.1624, -0.5640], [-1.2511, -0.7235, 0.0701], [-1.4151, -0.2959, 1.5029], [0.1079, -0.6384, -0.6190], [1.0594, -1.6761, -0.0268], [0.6798, 0.7937, -0.7232], [1.4518, 1.3169, 0.4912], [-0.4242, 1.7613, -1.1349], [-0.7374, 2.7651, -0.5096], [-2.0394, 0.6010, 1.5396], [-1.9094, -1.0959, 2.0620], [-0.4542, -0.0857, 1.9728], [-0.0650, -0.9563, -1.6584], [0.6365, -2.6821, -0.1295], [2.0232, -1.6628, -0.5458], [1.2369, -1.5217, 1.0416], [1.3908, 0.7878, -1.5612], [0.8227, 1.8810, 1.1866], [2.2388, 2.0018, 0.1515], [1.9536, 0.5289, 1.0560], [-0.9427, 1.5090, -2.0778]], "forces_ev_per_a": [[0.130, 0.209, 0.225], [0.978, 0.375, 0.986], [-1.218, -0.570, -1.475], [0.145, -0.106, -0.004], [-0.304, -0.337, -0.325], [0.206, -0.088, 0.171], [0.269, 0.379, 0.525], [0.206, 0.308, 0.208], [-0.134, 1.180, 0.809], [0.442, -1.490, -0.906], [0.084, -0.094, 0.067], [-0.012, 0.194, -0.087], [-0.073, 0.062, 0.009], [-0.128, 0.076, 0.176], [0.015, 0.205, -0.069], [-0.065, 0.032, 0.109], [0.027, 0.049, -0.137], [-0.189, -0.141, -0.063], [-0.016, -0.147, -0.189], [-0.212, -0.059, 0.114], [-0.078, -0.027, -0.164], [-0.076, -0.012, 0.019]]}

---

{"formula": "C3H7NOS", "method": "wB97M-V/def2-TZVPD", "homo_ev": -8.363, "multiplicity": 1, "smiles": "C[C@H](O)C(N)=S", "de_lowest_ev": 0.728, "e_tot_ha": -646.68524, "symbols": ["C", "C", "O", "C", "N", "S", "H", "H", "H", "H", "H", "H", "H"], "positions_angstrom": [[1.3478, -1.2062, 0.7875], [0.8521, -0.3828, -0.3881], [1.8380, 0.5976, -0.7185], [-0.4748, 0.3155, 0.0284], [-0.1774, 1.4779, 0.6192], [-1.9530, -0.3869, -0.2260], [0.5028, -1.8610, 1.1829], [1.5362, -0.5182, 1.6248], [2.2885, -1.7754, 0.4698], [0.5928, -1.0355, -1.2382], [2.5412, 0.1104, -1.1750], [-0.8374, 2.0457, 1.0760], [0.8113, 1.7385, 0.5222]], "forces_ev_per_a": [[-0.328, -0.997, 0.498], [-1.091, -0.378, -0.030], [0.002, -0.450, -0.478], [0.612, -0.078, -0.308], [1.288, -0.919, -0.720], [0.624, 0.389, 0.321], [1.302, 0.352, -0.809], [0.430, -0.202, -0.292], [-1.382, 0.592, 0.766], [0.267, 0.347, 0.156], [-0.117, 0.423, 0.205], [-0.799, 0.633, 0.323], [-0.807, 0.288, 0.368]]}

---

{"formula": "C20H15Br2NO", "method": "wB97M-V/def2-TZVPD", "homo_ev": -6.071, "multiplicity": 1, "e_tot_ha": -6049.02225, "symbols": ["Br", "C", "C", "C", "C", "C", "C", "C", "C", "C", "C", "C", "Br", "C", "C", "C", "C", "H", "H", "H", "H", "H", "H", "H", "H", "H", "H", "H", "O", "C", "C", "C", "N", "C", "C", "H", "H", "H", "H"], "positions_angstrom": [[-6.6580, 3.2539, -0.9332], [-4.9762, 2.3869, -0.8878], [-4.9065, 1.0076, -0.8391], [-3.6844, 0.3754, -0.7918], [-2.4914, 1.1164, -0.8062], [-1.2290, 0.4532, -0.7409], [-0.0170, 1.0869, -0.9037], [1.1999, 0.4554, -0.7698], [2.4613, 1.1194, -0.8394], [3.6562, 0.3804, -0.8594], [4.8789, 1.0161, -0.9024], [4.9488, 2.3957, -0.9133], [6.6258, 3.2637, -0.9457], [3.7890, 3.1446, -0.8918], [2.5620, 2.5216, -0.8606], [-2.5919, 2.5173, -0.8615], [-3.8186, 3.1392, -0.8959], [-5.8217, 0.4388, -0.8322], [-3.6331, -0.6980, -0.7538], [-1.2281, -0.5985, -0.5142], [-0.0242, 2.1227, -1.1884], [1.1995, -0.6029, -0.5786], [3.6097, -0.6946, -0.8528], [5.7946, 0.4475, -0.9276], [3.8558, 4.2210, -0.8930], [1.6710, 3.1207, -0.8244], [-1.7036, 3.1201, -0.8509], [-3.8877, 4.2151, -0.9179], [-1.5622, -2.2425, 1.9190], [-0.7572, -3.1671, 2.0488], [-0.8133, -4.3447, 1.2493], [0.1183, -5.3173, 1.4188], [1.1189, -5.2730, 2.3052], [1.1711, -4.1785, 3.0721], [0.3023, -3.1375, 3.0012], [-1.6015, -4.4331, 0.5228], [0.0761, -6.2030, 0.8038], [1.9775, -4.1479, 3.7888], [0.3890, -2.2811, 3.6463]], "forces_ev_per_a": [[0.287, -0.165, 0.007], [-0.253, -0.042, 0.003], [-0.400, -0.287, -0.020], [0.237, 0.074, 0.008], [-0.214, 0.147, -0.027], [-0.086, -0.082, 0.180], [0.342, 0.046, -0.178], [-0.470, 0.174, 0.043], [0.464, 0.222, -0.049], [-0.240, 0.188, 0.010], [0.359, -0.354, -0.038], [0.152, -0.047, 0.001], [-0.211, -0.128, -0.004], [-0.279, 0.503, -0.013], [0.138, -0.206, 0.002], [-0.174, -0.133, -0.004], [0.293, 0.512, -0.011], [-0.057, -0.154, 0.011], [-0.006, -0.274, 0.113], [-0.080, -0.474, 0.115], [0.038, 0.254, 0.054], [0.029, -0.407, 0.097], [0.023, -0.251, 0.052], [0.044, -0.145, 0.019], [-0.054, 0.107, 0.003], [-0.113, 0.208, 0.024], [0.142, 0.214, 0.020], [0.054, 0.108, -0.016], [-1.555, 2.080, -0.501], [0.770, -0.890, 0.081], [-0.126, 0.268, -0.039], [0.408, -0.371, 0.095], [0.320, -0.325, 0.039], [0.336, -0.468, -0.042], [-0.205, 0.277, -0.082], [-0.210, -0.053, -0.193], [0.033, -0.285, -0.135], [0.236, -0.049, 0.195], [0.027, 0.210, 0.179]]}

---

{"formula": "C3H4ClNO2", "method": "wB97M-V/def2-TZVPD", "homo_ev": -10.379, "multiplicity": 1, "smiles": "[H]/N=C(\\Cl)C(=O)OC", "de_lowest_ev": 1.482, "e_tot_ha": -782.10059, "symbols": ["H", "N", "C", "Cl", "C", "O", "O", "C", "H", "H", "H"], "positions_angstrom": [[2.5652, 2.2061, 0.6392], [1.6868, 1.7214, 0.5513], [1.7311, 0.5294, 0.1866], [3.1910, -0.3836, -0.2714], [0.3744, -0.4600, -0.2384], [0.5899, -1.5092, -0.7264], [-0.7859, 0.0707, 0.1312], [-2.0612, -0.4903, -0.0435], [-2.2944, -0.7925, -0.9960], [-2.7993, 0.3848, 0.1381], [-2.1976, -1.2767, 0.6293]], "forces_ev_per_a": [[0.485, -0.071, 0.061], [-0.907, -1.062, -0.155], [-1.598, -0.794, -1.223], [-0.387, 0.435, 0.367], [1.269, 1.723, 1.601], [-0.242, -0.840, -0.637], [1.685, 1.406, 0.078], [-1.274, 2.864, 1.116], [0.081, -0.936, -2.518], [1.270, -1.538, 0.149], [-0.383, -1.188, 1.160]]}

---

{"formula": "C2HF4IO", "method": "wB97M-V/def2-TZVPD", "homo_ev": -9.037, "multiplicity": 1, "smiles": "OC(F)=C(F)F.FI", "de_lowest_ev": 2.747, "e_tot_ha": -849.10084, "symbols": ["O", "C", "F", "C", "F", "F", "H", "F", "I"], "positions_angstrom": [[-0.4449, 1.0627, 0.4813], [-0.8905, -0.1004, 0.0093], [-2.0796, 0.0050, -0.6164], [-0.3065, -1.2983, 0.1458], [0.9688, -1.2045, 0.4527], [-0.8097, -2.3854, -0.3858], [-1.1191, 1.6607, 0.6891], [2.1893, 0.5193, -1.1504], [2.4923, 1.7408, 0.3745]], "forces_ev_per_a": [[2.170, -1.516, -0.562], [-1.471, -0.657, -0.178], [0.017, -0.199, 0.345], [-0.741, 3.149, -0.797], [0.751, -1.739, 0.727], [0.648, -0.556, 0.084], [-1.903, 1.213, 0.415], [0.122, 0.989, 1.060], [0.408, -0.684, -1.094]]}

---

Calculated molar mass in order - 75.07; 127.19; 105.16; 445.15; 121.52; 243.93 g mol⁻¹